1.
This record from OMol25 describes a cluster of 2 separate species, C4H9NO in total at a distorted geometry. The level of theory is ωB97M-V/def2-TZVPD.

Summary:
Calculated total energy (eV): -7828.6462
E_LUMO (hartree): 0.0280
HOMO-LUMO gap (eV): 10.28
ΔE to the lowest compared entry with this formula, charge and spin (eV): 3.6738
Net charge: 0
Molecular weight (g/mol): 87.122
Structure (SMILES): C=NC.CC=O
HOMO level (eV): -9.51

Geometry as XYZ:
```
15
Properties=species:S:1:pos:R:3:forces:R:3:mulliken_charge:R:1
O 0.8368 1.3191 1.8024 -0.82 1.26 0.74 -0.4398
N 0.8451 -0.1614 -2.3750 -0.15 -3.09 -0.44 -0.3471
C -0.3538 -0.4443 2.7109 -1.08 -0.72 0.95 -0.7103
C 0.3478 -1.2891 -2.0237 -1.84 0.86 0.25 -0.2065
C -0.0615 0.8897 -2.6735 -3.11 -2.46 -2.46 -0.6184
C 0.2436 1.0001 2.8136 2.40 -2.68 -0.57 0.1433
H -1.4687 -0.4858 2.4802 1.41 0.22 0.20 0.2210
H -0.1988 -1.1492 3.6039 -0.19 1.47 -0.84 0.2739
H 0.2230 -0.9113 1.8938 -0.56 0.34 0.17 0.2236
H -1.1580 0.6399 -2.4200 1.24 0.04 -0.22 0.2626
H 0.9094 -2.2624 -2.0409 -0.28 1.26 0.44 0.2747
H 0.5819 1.4322 3.8068 -1.17 0.12 -0.68 0.2856
H -0.0924 1.0935 -3.8073 0.52 0.03 1.84 0.2258
H 0.1803 1.6527 -2.0750 1.00 3.59 1.59 0.2611
H -0.8346 -1.3236 -1.6962 2.63 -0.22 -0.98 0.1504
```
Forces are in eV/Å.



2.
This record from OMol25 describes a cluster of 2 separate species, C10H22NS in total at a distorted geometry. The level of theory is ωB97M-V/def2-TZVPD.

Summary:
Calculated total energy (eV): -23043.6433
E_LUMO (hartree): -0.1032
HOMO-LUMO gap (eV): 8.88
ΔE to the lowest compared entry with this formula, charge and spin (eV): 0.0000
Net charge: +1
Molecular weight (g/mol): 188.360
HOMO level (eV): -11.69

Geometry as XYZ:
```
34
Properties=species:S:1:pos:R:3:forces:R:3:mulliken_charge:R:1
S 0.1972 2.5492 0.3408 -1.14 0.72 1.66 -0.3843
N 1.6613 0.1105 1.6994 -0.86 -0.60 -4.99 -0.0639
C -1.4173 1.6748 0.1582 0.48 -0.44 -0.64 1.1495
C -0.7629 1.1481 -2.2385 0.79 1.12 1.81 -1.1938
C -2.2423 1.7264 1.4416 1.01 0.97 -1.05 -1.8696
C -1.7199 1.1025 -1.0489 0.61 0.92 1.84 0.5836
C 3.2065 -2.2020 -1.4005 -3.02 -1.95 -2.89 -1.3476
C -3.0686 0.4697 -1.2128 -1.09 2.41 0.03 -1.6071
C 0.8608 -1.0977 1.1393 2.10 -0.73 -1.92 0.3503
C 2.2665 -1.0929 -0.9747 -0.18 0.71 -1.49 -0.1898
C -0.2088 -1.5362 2.0116 -0.29 1.82 2.69 -1.4895
C 1.2611 -1.6299 -0.0596 -0.55 3.28 3.73 -0.5495
H 2.8472 -3.2458 -1.1161 0.59 1.47 0.03 0.3171
H -3.3213 -0.2572 -0.4940 -0.02 -1.03 1.01 0.3451
H 1.7293 0.2291 2.6595 -0.24 -0.02 2.37 0.3748
H -1.6452 1.7361 2.3327 0.78 -0.03 0.35 0.5131
H -2.8611 0.8914 1.5742 -1.33 -1.01 -0.22 0.4306
H 4.1739 -2.0482 -1.1756 3.30 0.36 1.47 0.3653
H -2.7668 2.6741 1.4803 -0.58 0.02 -0.06 0.3962
H 0.7068 -2.4214 -0.4473 -0.94 -1.36 -0.36 0.5976
H -0.9881 0.2887 -2.8625 0.32 0.27 -0.42 0.4193
H -3.2246 0.0529 -2.1770 0.01 -0.36 -0.89 0.4425
H -0.6389 -0.6410 2.5192 0.08 -0.29 -0.40 0.2640
H 0.2949 1.1042 -1.7930 -1.29 -0.17 -1.05 0.0879
H -0.1089 3.2067 1.6160 0.50 -1.10 -2.16 0.2493
H -0.8360 2.1624 -2.7292 -0.04 -1.29 0.05 0.3086
H 3.2441 -2.2570 -2.5194 -0.17 0.08 0.76 0.3312
H -3.8644 1.2783 -1.0747 0.90 -0.96 -0.31 0.2959
H -1.0443 -2.0236 1.6338 -1.16 -0.94 -1.48 0.4130
H 1.1552 0.9739 1.1822 0.85 -0.60 1.15 0.0324
H 1.6696 -0.7121 -1.8247 0.06 -0.72 -0.16 0.0878
H 2.6102 0.0306 1.2989 -0.44 0.22 0.30 0.3946
H 0.0854 -2.1235 2.8703 0.64 -0.40 0.17 0.3665
H 2.7495 -0.1213 -0.8092 0.32 -0.37 1.07 0.5788
```
Forces are in eV/Å.